Entry 1:
The following is a quantum chemistry calculation of a structure of composition C18H22N6NiO2, from the OMol25 dataset.

* ⟨S²⟩: 2.00
* maximum force: 0.009 Eh/bohr
* multiplicity: 3
* LUMO (spin up / spin down): -5.970 / -6.429 eV
* DFT total energy: -73092.1839 eV
* net charge: +2

Each line ends with the natural charge from an NBO analysis.
Cartesian coordinates (Å):
Ni  1.345  0.308  -1.201  1.464
C  1.091  3.628  1.543  -0.241
C  0.727  2.645  0.615  0.111
N  1.593  1.745  0.185  -0.563
C  2.873  1.785  0.628  0.141
C  3.319  2.718  1.563  -0.070
C  2.376  3.658  2.024  -0.083
C  4.692  2.685  1.984  -0.149
C  5.553  1.781  1.469  -0.164
C  5.125  0.834  0.476  -0.089
C  5.985  -0.101  -0.128  -0.071
C  5.498  -0.951  -1.091  -0.241
C  4.150  -0.870  -1.451  0.092
N  3.316  -0.006  -0.893  -0.588
C  3.793  0.837  0.061  0.230
H  0.357  4.351  1.864  0.253
H  -0.272  2.586  0.203  0.230
H  2.676  4.405  2.746  0.247
H  5.024  3.403  2.720  0.244
H  6.586  1.762  1.787  0.245
H  7.026  -0.138  0.165  0.247
H  6.135  -1.671  -1.580  0.257
H  3.746  -1.520  -2.217  0.216
N  0.368  -1.495  -0.920  -0.889
C  -1.093  -1.219  -0.811  -0.176
C  -1.940  -2.333  -1.472  -0.424
C  -3.054  -2.986  -0.631  -0.405
C  -4.435  -2.357  -0.794  -0.213
N  -4.493  -0.988  -0.303  -0.588
C  -5.318  -0.476  0.590  0.679
N  -6.211  -1.205  1.264  -0.770
N  -5.230  0.835  0.848  -0.771
C  -1.373  0.190  -1.399  0.794
O  -2.520  0.618  -1.373  -0.683
O  -0.380  0.831  -1.878  -0.801
H  0.533  -1.986  -1.804  0.397
H  0.702  -2.113  -0.184  0.411
H  -1.325  -1.151  0.255  0.226
H  -1.249  -3.127  -1.760  0.223
H  -2.367  -1.960  -2.406  0.235
H  -2.772  -3.022  0.424  0.211
H  -3.154  -4.021  -0.960  0.241
H  -5.191  -2.969  -0.305  0.205
H  -4.695  -2.341  -1.855  0.223
H  -3.809  -0.339  -0.723  0.453
H  -6.300  -2.195  1.119  0.423
H  -6.870  -0.770  1.887  0.426
H  -4.658  1.417  0.257  0.431
H  -5.880  1.289  1.466  0.421

=====

Entry 2:
The following is a quantum chemistry calculation of a cluster of 8 separate species, C36H59N10OPSi in total in a non-equilibrium geometry, from the OMol25 dataset.

* SMILES: CCCO[Si@H](CC(N)(N)N)P(C)CC.c1cc[nH]c1.c1cc[nH]c1.c1cc[nH]c1.c1cc[nH]c1.c1cc[nH]c1.c1cc[nH]c1.c1cc[nH]c1
* maximum force: 0.038 Eh/bohr
* LUMO: 0.233 eV
* DFT total energy: -72402.6865 eV
* relative energy (zero: lowest compared OMol25 entry of this formula, charge and spin): 9.59 kcal/mol
* net charge: 0

Each line ends with the Mulliken charge.
Cartesian coordinates (Å):
C  1.288  -1.140  1.440  -0.833
C  0.880  0.113  0.624  -0.286
C  2.101  0.919  0.103  -0.379
O  3.170  0.821  1.041  -0.475
Si  4.618  0.141  0.461  0.527
C  4.395  -1.196  -0.882  -0.835
C  5.153  -2.536  -0.718  0.290
N  6.564  -2.367  -0.418  -0.415
N  4.496  -3.396  0.268  -0.549
N  5.060  -3.265  -2.042  -0.612
P  5.809  -0.450  2.241  -0.010
C  5.718  1.118  3.289  -1.083
C  4.986  -1.871  3.152  -0.109
C  4.821  -1.654  4.673  -1.462
H  1.791  -0.834  2.363  0.165
H  0.424  -1.751  1.718  0.502
H  2.023  -1.716  0.859  -0.054
H  0.373  0.774  1.345  0.328
H  0.136  -0.110  -0.149  0.154
H  1.789  1.976  0.090  0.438
H  2.376  0.671  -0.934  0.228
H  5.393  1.245  -0.159  -0.390
H  4.694  -0.741  -1.839  0.418
H  3.327  -1.438  -0.982  0.328
H  6.909  -3.288  -0.159  0.299
H  7.051  -2.172  -1.287  0.291
H  4.781  -4.357  0.093  0.330
H  3.510  -3.383  0.019  0.284
H  5.011  -2.614  -2.818  0.084
H  4.230  -3.845  -2.065  0.285
H  5.257  0.947  4.267  0.352
H  5.087  1.866  2.784  0.268
H  6.707  1.568  3.414  0.336
H  4.011  -2.059  2.687  0.111
H  5.593  -2.758  2.940  0.378
H  4.406  -2.575  5.096  0.405
H  5.780  -1.394  5.135  0.368
H  4.122  -0.822  4.823  0.315
C  7.253  4.983  -1.369  -0.577
C  8.438  4.693  -2.094  -0.398
C  8.728  3.369  -1.889  -0.538
N  7.765  2.850  -1.067  0.085
C  6.861  3.825  -0.749  -0.292
H  6.746  5.932  -1.310  0.385
H  9.013  5.377  -2.697  0.389
H  9.533  2.755  -2.255  0.382
H  7.727  1.899  -0.745  0.172
H  6.020  3.613  -0.110  0.385
C  -2.610  -0.294  -3.282  -0.698
C  -1.459  0.388  -2.811  -0.381
C  -1.886  1.548  -2.218  -0.644
N  -3.249  1.592  -2.316  0.103
C  -3.701  0.473  -2.959  -0.417
H  -2.636  -1.241  -3.797  0.481
H  -0.434  0.064  -2.896  0.577
H  -1.340  2.341  -1.737  0.405
H  -3.831  2.332  -1.966  0.184
H  -4.754  0.319  -3.130  0.408
C  -7.265  2.557  0.653  0.095
C  -6.029  2.568  1.353  -0.365
C  -5.169  3.368  0.650  -0.728
N  -5.838  3.839  -0.451  0.044
C  -7.118  3.352  -0.454  -0.737
H  -8.160  2.026  0.930  0.136
H  -5.797  2.050  2.268  0.513
H  -4.144  3.642  0.835  0.446
H  -5.452  4.449  -1.147  0.200
H  -7.809  3.611  -1.238  0.382
C  -10.209  -2.342  1.818  -0.406
C  -10.631  -1.512  0.747  -0.452
C  -10.281  -0.226  1.064  -0.413
N  -9.667  -0.248  2.287  0.022
C  -9.616  -1.534  2.752  -0.494
H  -10.326  -3.410  1.894  0.386
H  -11.133  -1.823  -0.154  0.403
H  -10.415  0.698  0.528  0.376
H  -9.309  0.556  2.769  0.210
H  -9.165  -1.761  3.703  0.379
C  -4.835  3.811  4.556  -0.322
C  -3.459  4.089  4.765  -0.463
C  -2.969  3.122  5.604  -0.496
N  -3.997  2.273  5.910  0.003
C  -5.137  2.683  5.274  -0.590
H  -5.523  4.373  3.946  0.481
H  -2.892  4.906  4.349  0.397
H  -1.983  2.965  6.007  0.388
H  -3.926  1.473  6.510  0.184
H  -6.060  2.140  5.387  0.426
C  -4.489  -5.091  -1.313  -0.653
C  -4.698  -4.656  0.021  -0.407
C  -4.454  -3.307  0.053  -0.553
N  -4.104  -2.913  -1.208  0.120
C  -4.126  -3.992  -2.048  -0.207
H  -4.594  -6.094  -1.691  0.372
H  -4.994  -5.262  0.861  0.393
H  -4.500  -2.596  0.861  0.382
H  -3.865  -1.973  -1.479  0.184
H  -3.882  -3.886  -3.092  0.350
C  4.060  -2.504  -7.199  -0.391
C  3.099  -1.562  -6.747  -0.417
C  3.669  -0.858  -5.719  -0.485
N  4.937  -1.342  -5.532  0.011
C  5.184  -2.343  -6.432  -0.514
H  3.941  -3.218  -7.997  0.397
H  2.104  -1.417  -7.132  0.404
H  3.285  -0.059  -5.107  0.417
H  5.585  -1.012  -4.842  0.214
H  6.133  -2.852  -6.449  0.371

=====

Entry 3:
The following is a quantum chemistry calculation of a cluster of 2 separate species, C2H2Cl2O2S in total in a non-equilibrium geometry, from the OMol25 dataset.

* maximum force: 0.090 Eh/bohr
* LUMO (spin up / spin down): -2.349 / -2.965 eV
* DFT total energy: -42073.8017 eV
* relative energy (zero: lowest compared OMol25 entry of this formula, charge and spin): 169.53 kcal/mol
* net charge: 0

Each line ends with the natural charge from an NBO analysis.
Cartesian coordinates (Å):
C  -0.535  -0.654  0.858  -0.389
C  -1.406  0.847  -0.637  -0.062
O  1.131  -0.505  -1.399  -0.902
O  1.963  -1.708  0.542  -0.886
S  1.068  -0.668  0.044  1.946
Cl  -2.932  1.295  -0.423  0.215
Cl  2.048  0.991  0.807  -0.279
H  -0.219  -0.283  1.835  0.177
H  -1.118  0.685  -1.626  0.179

=====

Entry 4:
The following is a quantum chemistry calculation of an isolated molecule of C20H30N4O7S in a non-equilibrium geometry, from the OMol25 dataset.

* SMILES: CCN(CC)S(=O)(=O)c1cccc(C(=O)N[C@H](C(=O)OCC(=O)NC(=O)NC)C(C)C)c1
* maximum force: 0.025 Eh/bohr
* LUMO: 0.240 eV
* DFT total energy: -52357.3501 eV
* relative energy (zero: lowest compared OMol25 entry of this formula, charge and spin): 0.00 kcal/mol
* net charge: 0

Each line ends with the natural charge from an NBO analysis.
Cartesian coordinates (Å):
C  4.454  -1.435  1.853  -0.613
C  3.166  -1.252  1.056  -0.235
N  3.211  -1.969  -0.201  -0.699
C  3.417  -1.260  -1.444  -0.238
C  4.889  -0.925  -1.670  -0.610
S  2.428  -3.404  -0.227  2.341
O  2.735  -4.117  0.981  -0.946
O  2.686  -4.057  -1.479  -0.940
C  0.644  -3.087  -0.176  -0.310
C  -0.133  -4.220  -0.014  -0.154
C  -1.514  -4.115  -0.011  -0.214
C  -2.109  -2.874  -0.153  -0.190
C  -1.325  -1.731  -0.298  -0.080
C  -1.928  -0.386  -0.474  0.681
O  -1.374  0.521  -1.078  -0.653
N  -3.165  -0.211  0.043  -0.597
C  -3.812  1.074  -0.113  -0.147
C  -2.867  2.172  0.376  0.819
O  -2.348  2.209  1.459  -0.600
O  -2.716  3.114  -0.561  -0.505
C  -1.945  4.249  -0.215  -0.171
C  -0.433  4.058  -0.084  0.679
O  0.234  5.011  0.278  -0.627
N  0.060  2.843  -0.389  -0.667
C  1.391  2.392  -0.226  0.806
O  1.638  1.217  -0.405  -0.680
N  2.284  3.328  0.106  -0.619
C  3.675  3.023  0.329  -0.416
C  -5.168  1.126  0.613  -0.207
C  -5.810  2.495  0.393  -0.606
C  -5.045  0.832  2.107  -0.619
C  0.067  -1.844  -0.326  -0.186
H  4.606  -2.495  2.038  0.227
H  4.379  -0.916  2.806  0.206
H  5.310  -1.049  1.306  0.201
H  2.334  -1.657  1.640  0.207
H  2.965  -0.198  0.855  0.229
H  2.815  -0.347  -1.463  0.222
H  3.075  -1.934  -2.230  0.230
H  5.488  -1.829  -1.603  0.216
H  5.243  -0.212  -0.930  0.196
H  5.016  -0.490  -2.658  0.213
H  0.364  -5.170  0.101  0.240
H  -2.125  -4.998  0.097  0.222
H  -3.187  -2.805  -0.182  0.210
H  -3.544  -0.866  0.706  0.410
H  -3.965  1.253  -1.186  0.229
H  -2.128  4.987  -1.000  0.228
H  -2.285  4.659  0.744  0.224
H  -0.558  2.087  -0.704  0.462
H  1.941  4.267  0.289  0.439
H  4.300  3.716  -0.233  0.203
H  3.925  3.096  1.390  0.197
H  3.863  2.006  -0.013  0.225
H  -5.806  0.363  0.151  0.209
H  -5.838  2.745  -0.665  0.215
H  -6.828  2.497  0.774  0.220
H  -5.250  3.266  0.916  0.206
H  -6.001  1.009  2.593  0.217
H  -4.763  -0.202  2.297  0.197
H  -4.299  1.477  2.564  0.236
H  0.661  -0.951  -0.456  0.269

=====

Entry 5:
The following is a quantum chemistry calculation of a structure of composition C22H24Cl4N2O7PRhS2, from the OMol25 dataset.

* maximum force: 0.013 Eh/bohr
* LUMO: -0.415 eV
* DFT total energy: -124576.2649 eV
* net charge: 0

Each line ends with the natural charge from an NBO analysis.
Cartesian coordinates (Å):
Rh  0.907  -0.555  0.518  0.855
Cl  6.145  1.356  4.302  0.038
C  4.608  0.768  3.789  -0.097
C  3.676  0.333  4.725  -0.102
Cl  4.042  0.379  6.409  0.037
C  2.428  -0.132  4.301  -0.106
Cl  1.237  -0.682  5.421  0.022
C  2.114  -0.153  2.950  0.215
O  0.928  -0.555  2.489  -0.716
C  3.075  0.242  1.997  0.279
O  2.737  0.158  0.710  -0.701
C  4.302  0.729  2.426  -0.140
Cl  5.427  1.267  1.233  0.029
O  -2.114  -3.068  -3.274  -0.681
C  -1.087  -2.539  -3.959  0.353
C  -1.077  -2.732  -5.341  -0.282
C  -0.068  -2.196  -6.114  -0.165
C  0.955  -1.450  -5.532  -0.268
C  0.958  -1.267  -4.165  -0.152
C  -0.047  -1.807  -3.358  -0.179
C  0.034  -1.598  -1.902  0.599
O  1.088  -1.020  -1.435  -0.672
N  -0.964  -2.004  -1.151  -0.499
N  -0.809  -1.636  0.187  -0.377
C  -1.459  -2.403  1.000  -0.061
S  -1.784  -1.942  2.641  0.367
C  -2.493  -3.524  3.184  -0.533
C  -2.324  -4.598  2.108  -0.541
S  -2.209  -3.883  0.445  0.332
H  -1.997  -2.830  -2.326  0.510
H  -1.882  -3.306  -5.781  0.225
H  -0.074  -2.362  -7.184  0.213
H  1.739  -1.024  -6.142  0.215
H  1.745  -0.702  -3.683  0.234
H  -3.538  -3.359  3.437  0.228
H  -1.955  -3.826  4.080  0.240
H  -3.174  -5.278  2.102  0.242
H  -1.419  -5.173  2.292  0.227
C  -2.656  2.541  2.092  -0.627
C  -1.554  1.537  1.862  -0.072
O  -0.532  2.160  1.040  -0.835
P  0.157  1.326  -0.121  2.227
O  -0.898  1.078  -1.257  -0.837
C  -1.534  2.141  -2.009  -0.059
C  -2.937  1.695  -2.332  -0.627
O  1.140  2.360  -0.749  -0.832
C  2.259  2.998  -0.064  -0.053
C  1.918  4.443  0.200  -0.636
H  -3.475  2.067  2.633  0.223
H  -3.041  2.914  1.142  0.210
H  -2.298  3.387  2.677  0.220
H  -1.932  0.646  1.354  0.185
H  -1.071  1.223  2.787  0.215
H  -0.937  2.293  -2.908  0.198
H  -1.518  3.061  -1.421  0.184
H  -2.917  0.754  -2.882  0.229
H  -3.433  2.447  -2.947  0.221
H  -3.519  1.552  -1.422  0.211
H  3.103  2.883  -0.739  0.207
H  2.484  2.447  0.846  0.205
H  1.757  4.986  -0.730  0.212
H  2.742  4.912  0.738  0.226
H  1.019  4.522  0.811  0.218

=====

- Which of these has the highest net charge?
  C18H22N6NiO2

=====

- Look up the maximum force of the third one.
  0.090 Eh/bohr

=====

- Among the records above, which one has the highest DFT total energy?
  C2H2Cl2O2S

=====

- The lowest DFT total energy belongs to which entry?
  C22H24Cl4N2O7PRhS2